Entry from the Open Molecules 2025 dataset: a molecular structure, C47H59AgBGeN7S3 in a non-equilibrium geometry (ωB97M-V/def2-TZVPD).

Computed properties:
**Gap between HOMO and LUMO (spin up / spin down)**: 5.35 / 6.31 eV
**HOMO (spin up / spin down)**: -9.077 / -10.031 eV
**Molecular weight**: 1009.53 g/mol
**Net charge**: +1
**Largest force on an atom**: 1.67 eV/Å
**2S+1**: 2

Geometry as XYZ:
```
119
Properties=species:S:1:pos:R:3:lowdin_charge:R:1
Ag -0.57 -1.31 2.00 0.33
C 3.93 -1.22 -0.81 -0.07
C 2.60 -0.84 -1.35 -0.25
C 2.38 -0.76 -2.68 0.06
C 1.11 -0.32 -3.18 -0.21
N 0.14 -0.04 -2.38 0.18
N 0.32 -0.07 -1.03 0.05
B -0.78 0.52 -0.21 -0.54
N 0.01 2.85 0.68 0.07
N 1.30 3.26 0.55 0.16
C 1.70 4.12 1.42 -0.19
C 1.29 4.24 2.80 0.07
C 0.63 3.35 3.62 -0.27
C 0.72 3.51 5.11 -0.06
C -0.06 2.18 3.07 -0.61
S -0.16 0.78 3.85 0.84
C 2.78 5.08 0.86 -0.53
C 3.97 4.30 0.31 -0.05
C 3.34 6.15 1.84 -0.06
C 2.11 5.87 -0.29 -0.05
N -2.24 0.23 -0.58 0.03
N -2.45 1.12 -1.57 0.17
C -3.63 1.27 -2.05 -0.21
C -4.69 0.47 -1.56 0.06
C -4.52 -0.38 -0.54 -0.24
C -5.65 -1.14 0.07 -0.06
C -3.18 -0.47 0.04 -0.59
S -2.94 -1.43 1.42 0.71
C -3.87 2.44 -2.99 -0.55
C -4.97 3.32 -2.42 -0.03
C -2.60 3.27 -3.18 -0.03
C -4.28 1.84 -4.32 -0.03
C 1.49 -0.54 -0.45 -0.57
S 1.74 -0.85 1.18 0.74
C 0.85 -0.20 -4.67 -0.53
C 1.94 0.68 -5.30 -0.04
C 0.92 -1.63 -5.24 -0.04
C -0.51 0.42 -5.04 -0.05
H 4.69 -1.13 -1.58 0.09
H 3.96 -2.24 -0.39 0.10
H 4.20 -0.53 -0.02 0.07
H 3.17 -1.00 -3.38 0.13
H 1.76 5.04 3.33 0.10
H 1.34 4.39 5.36 0.09
H 1.22 2.66 5.59 0.08
H -0.25 3.64 5.57 0.09
H 4.57 3.87 1.12 0.09
H 4.62 4.96 -0.24 0.08
H 3.64 3.49 -0.34 0.07
H 3.91 5.72 2.66 0.09
H 2.54 6.76 2.28 0.08
H 3.99 6.82 1.29 0.08
H 1.86 5.18 -1.10 0.08
H 2.80 6.61 -0.70 0.09
H 1.21 6.37 0.08 0.09
H -5.68 0.62 -1.97 0.13
H -6.59 -1.01 -0.49 0.10
H -5.79 -0.81 1.08 0.08
H -5.39 -2.21 0.14 0.09
H -4.69 3.76 -1.46 0.08
H -5.89 2.76 -2.25 0.08
H -5.19 4.12 -3.13 0.10
H -2.36 3.80 -2.26 0.07
H -2.76 4.02 -3.95 0.10
H -1.74 2.67 -3.43 0.06
H -5.24 1.31 -4.28 0.09
H -3.54 1.18 -4.70 0.07
H -4.38 2.63 -5.07 0.10
H 2.96 0.30 -5.17 0.08
H 1.92 1.66 -4.85 0.09
H 1.72 0.78 -6.36 0.09
H 1.80 -2.16 -4.90 0.08
H 0.93 -1.56 -6.31 0.08
H 0.02 -2.20 -5.00 0.09
H -0.47 1.50 -4.89 0.08
H -1.35 0.03 -4.46 0.07
H -0.70 0.24 -6.08 0.09
C -2.99 3.34 0.77 -0.06
C -2.15 2.99 2.01 -0.12
C -0.77 2.43 1.78 -0.41
N -0.42 1.48 0.73 0.19
H -3.84 3.90 1.12 0.08
H -3.32 2.47 0.25 0.04
H -2.50 4.00 0.05 0.08
H -2.68 2.28 2.67 0.13
H -1.99 3.88 2.65 0.13
C -2.44 -4.67 2.00 -0.28
Ge -0.60 -4.00 2.01 0.93
C 0.21 -4.49 0.28 -0.32
C 0.89 -5.67 0.10 -0.10
C 1.42 -6.03 -1.14 -0.07
C 1.23 -5.22 -2.25 -0.09
C 0.54 -4.05 -2.09 -0.09
C 0.04 -3.67 -0.85 -0.12
C 0.38 -4.74 3.52 -0.27
C -0.26 -5.55 4.43 -0.10
C 0.40 -6.13 5.54 -0.07
C 1.71 -5.89 5.72 -0.04
C 2.42 -5.07 4.81 -0.16
C 3.80 -4.75 5.03 -0.03
C 4.50 -3.96 4.17 -0.08
C 3.85 -3.43 3.04 -0.08
C 2.56 -3.74 2.81 -0.09
C 1.77 -4.51 3.70 -0.19
H -2.41 -5.75 1.87 0.03
H -3.00 -4.22 1.16 -0.01
H -2.89 -4.37 2.95 0.02
H 1.00 -6.38 0.93 0.11
H 1.98 -6.95 -1.20 0.11
H 1.62 -5.52 -3.21 0.11
H 0.34 -3.43 -2.97 0.09
H -0.49 -2.72 -0.75 0.08
H -1.30 -5.80 4.31 0.09
H -0.16 -6.76 6.25 0.12
H 2.23 -6.32 6.58 0.12
H 4.29 -5.17 5.91 0.11
H 5.54 -3.68 4.37 0.11
H 4.43 -2.85 2.30 0.11
H 2.10 -3.35 1.91 0.02
```

***

Entry from the Open Molecules 2025 dataset: a molecular structure, C47H60AsBCoN8O4P3 in a non-equilibrium geometry (ωB97M-V/def2-TZVPD).

Computed properties:
**Gap between HOMO and LUMO (spin up / spin down)**: 6.81 / 6.84 eV
**HOMO (spin up / spin down)**: -13.122 / -13.210 eV
**Molecular weight**: 1038.64 g/mol
**ΔE to the lowest compared entry with this formula, charge and spin**: 107.04 kJ/mol
**Net charge**: +2
**Largest force on an atom**: 1.22 eV/Å

Geometry as XYZ:
```
125
Properties=species:S:1:pos:R:3:lowdin_charge:R:1
Co -0.51 1.43 0.00 0.41
C -0.19 1.86 4.08 -0.01
C 0.31 1.99 2.80 -0.16
N -0.57 1.53 1.90 -0.04
N -1.65 1.12 2.60 0.06
C -1.44 1.31 3.92 -0.01
B -2.96 0.78 1.86 -0.62
N -3.30 2.01 1.00 0.04
C -4.38 2.81 1.01 -0.03
C -4.18 3.82 0.09 -0.01
C -2.92 3.56 -0.45 -0.11
N -2.40 2.47 0.11 0.04
N -2.60 -0.38 0.84 0.08
C -3.27 -1.55 0.64 -0.01
C -2.60 -2.27 -0.31 -0.06
C -1.52 -1.44 -0.72 -0.35
N -1.55 -0.31 0.07 0.04
N -4.12 0.35 2.71 -0.01
C -5.39 0.10 2.27 -0.12
C -6.15 -0.24 3.36 -0.03
C -5.26 -0.17 4.45 -0.11
N -4.05 0.18 4.05 0.07
H 0.30 2.14 5.00 0.12
H 1.27 2.38 2.49 0.09
H -2.20 1.03 4.62 0.11
H -5.20 2.63 1.68 0.13
H -4.85 4.62 -0.16 0.11
H -2.39 4.10 -1.21 0.11
H -4.15 -1.79 1.20 0.14
H -2.84 -3.25 -0.67 0.10
H -0.57 -1.77 -1.12 0.05
H -5.66 0.18 1.23 0.12
H -7.19 -0.50 3.38 0.11
H -5.45 -0.35 5.49 0.11
C 2.52 3.23 0.18 -0.32
C 3.18 1.94 -0.28 -0.36
P 2.20 0.39 0.10 1.13
C 2.46 0.12 1.89 -0.42
C 1.54 -0.70 2.54 -0.15
C 1.68 -1.00 3.88 -0.08
C 2.76 -0.48 4.59 -0.06
C 3.68 0.33 3.95 -0.05
C 3.54 0.63 2.61 -0.09
C 3.47 -0.74 -0.59 -0.35
C 4.22 -1.59 0.22 -0.08
C 5.32 -2.27 -0.30 -0.06
C 5.66 -2.12 -1.63 -0.06
C 4.89 -1.32 -2.46 -0.06
C 3.80 -0.64 -1.95 -0.11
P 0.78 3.20 -0.37 1.07
C 0.89 3.12 -2.17 -0.29
C 1.76 3.73 -2.98 -0.05
C 1.68 3.53 -4.42 -0.06
C 0.92 2.56 -4.94 -0.03
C 0.16 1.59 -4.07 -0.29
C -0.22 2.25 -2.72 -0.40
C 0.09 4.82 0.05 -0.34
C -0.36 5.71 -0.92 -0.09
C -0.98 6.89 -0.54 -0.06
C -1.17 7.18 0.80 -0.05
C -0.71 6.30 1.77 -0.05
C -0.09 5.12 1.40 -0.08
H 3.00 4.11 -0.26 0.10
H 2.58 3.35 1.27 0.08
H 4.19 1.82 0.12 0.09
H 3.26 1.95 -1.37 0.07
H 0.70 -1.10 1.97 0.06
H 0.96 -1.63 4.38 0.12
H 2.88 -0.73 5.64 0.12
H 4.52 0.72 4.50 0.12
H 4.27 1.27 2.13 0.11
H 3.97 -1.72 1.26 0.10
H 5.91 -2.89 0.35 0.12
H 6.53 -2.63 -2.03 0.11
H 5.14 -1.22 -3.51 0.11
H 3.19 -0.03 -2.60 0.07
H 2.54 4.38 -2.60 0.12
H 2.28 4.17 -5.05 0.11
H 0.91 2.36 -6.00 0.13
H -0.78 1.32 -4.56 0.12
H -1.07 2.93 -2.94 0.15
H -0.22 5.49 -1.97 0.11
H -1.33 7.58 -1.30 0.12
H -1.67 8.10 1.09 0.12
H -0.85 6.53 2.82 0.12
H 0.25 4.43 2.16 0.09
C 1.01 0.32 -3.90 -0.06
As -2.35 -0.78 -2.73 1.38
C -3.53 -2.29 -3.17 -0.32
C -3.77 0.39 -2.13 -0.28
O -0.63 1.30 -1.79 -0.40
H 0.71 -0.44 -4.63 0.09
H 0.86 -0.09 -2.90 0.05
H 2.06 0.53 -4.05 0.07
H -3.90 -2.08 -4.18 0.04
H -4.40 -2.38 -2.52 0.03
H -2.99 -3.24 -3.22 0.03
H -4.53 0.45 -2.91 0.05
H -3.40 1.40 -1.94 0.00
H -4.25 0.00 -1.23 0.03
C -1.34 -6.82 0.13 -0.06
C -1.22 -5.32 -0.04 -0.32
O 0.16 -4.98 0.00 -0.32
P 0.73 -3.46 0.18 0.88
O 2.28 -3.89 0.34 -0.32
C 2.74 -4.87 1.29 -0.26
C 2.52 -4.44 2.73 -0.07
O 0.83 -2.89 -1.34 -0.38
C 1.67 -3.41 -2.39 -0.25
C 1.39 -4.86 -2.76 -0.06
H -2.38 -7.13 0.06 0.08
H -0.95 -7.12 1.11 0.08
H -0.76 -7.33 -0.64 0.08
H -1.76 -4.80 0.75 0.11
H -1.63 -5.02 -1.01 0.10
H 3.80 -4.98 1.08 0.12
H 2.24 -5.82 1.10 0.11
H 3.03 -3.50 2.93 0.06
H 2.92 -5.20 3.40 0.09
H 1.45 -4.31 2.93 0.07
H 2.72 -3.30 -2.09 0.10
H 1.48 -2.76 -3.24 0.11
H 1.69 -5.52 -1.95 0.07
H 1.97 -5.10 -3.65 0.09
H 0.33 -5.01 -2.97 0.08
```

***

Entry from the Open Molecules 2025 dataset: 5 unconnected molecules or ions with the total composition C47H60BFN7O21P in a non-equilibrium geometry (ωB97M-V/def2-TZVPD).

Computed properties:
**Gap between HOMO and LUMO**: 7.48 eV
**SMILES**: CCCCO[C@](CC(N)(N)N)(O[C@@](COC(C)=O)(COc1ccccc1)B(O)O)[C@H](F)O[C@@H](CC(=O)O)CP(=O)(O)O.O=[N+]([O-])c1ccccc1.O=[N+]([O-])c1ccccc1.O=[N+]([O-])c1ccccc1.O=[N+]([O-])c1ccccc1
**HOMO**: -8.347 eV
**Molecular weight**: 1119.81 g/mol
**Largest force on an atom**: 2.86 eV/Å

Geometry as XYZ:
```
138
Properties=species:S:1:pos:R:3:lowdin_charge:R:1
C 5.04 2.67 -4.04 -0.10
C 5.54 2.92 -2.61 -0.23
C 4.83 2.01 -1.58 -0.15
C 3.37 2.48 -1.44 -0.17
O 2.65 2.26 -0.24 -0.04
C 2.87 1.14 0.56 -0.38
C 1.68 1.27 1.58 0.01
C 1.34 0.14 2.58 -0.58
N 0.08 -0.55 2.21 0.08
N 2.32 -0.88 2.86 0.11
N 1.04 0.77 3.91 0.09
O 4.09 0.96 1.20 0.02
C 4.61 1.94 2.09 -0.24
C 6.16 1.73 1.98 -0.06
O 6.77 2.21 3.20 -0.02
C 7.75 1.39 3.67 -0.50
C 7.84 1.35 5.19 0.03
O 8.52 0.77 2.98 0.13
C 4.47 3.44 1.75 -0.10
O 3.30 4.11 2.23 -0.02
C 2.62 4.79 1.25 -0.29
C 3.19 5.57 0.29 -0.03
C 2.39 6.16 -0.66 -0.09
C 1.04 6.01 -0.66 -0.10
C 0.45 5.25 0.34 -0.07
C 1.25 4.65 1.26 -0.03
B 4.41 1.62 3.67 -0.63
O 3.94 2.51 4.61 0.18
O 4.79 0.37 4.07 0.18
C 2.67 -0.16 -0.30 -0.25
F 1.36 -0.51 -0.42 0.07
O 3.47 -1.19 0.17 -0.04
C 4.11 -1.93 -0.85 -0.31
C 5.03 -2.94 -0.09 -0.01
C 5.33 -2.38 1.29 -0.48
O 6.34 -1.74 1.52 0.10
O 4.45 -2.64 2.29 0.08
C 3.11 -2.73 -1.73 -0.12
P 2.93 -2.13 -3.44 0.45
O 2.99 -3.27 -4.36 -0.29
O 4.09 -1.07 -3.80 -0.13
O 1.47 -1.43 -3.58 -0.13
H 5.28 3.51 -4.71 0.07
H 5.49 1.77 -4.48 0.07
H 3.95 2.56 -4.07 0.05
H 5.30 3.97 -2.40 0.10
H 6.63 2.84 -2.55 0.11
H 5.42 2.00 -0.67 0.09
H 4.84 1.00 -2.02 0.10
H 2.81 2.04 -2.28 0.10
H 3.35 3.56 -1.64 0.11
H 0.81 1.44 0.95 0.13
H 1.85 2.20 2.12 0.09
H -0.63 0.16 2.05 0.07
H -0.18 -1.15 2.99 0.03
H 2.27 -1.17 3.84 0.10
H 2.11 -1.73 2.35 0.09
H 0.67 1.70 3.81 0.07
H 1.85 0.75 4.52 0.06
H 6.58 2.34 1.17 0.14
H 6.33 0.67 1.83 0.12
H 7.84 0.32 5.54 0.09
H 8.71 1.91 5.53 0.09
H 6.98 1.87 5.61 0.08
H 5.33 3.94 2.21 0.15
H 4.62 3.55 0.67 0.12
H 4.27 5.67 0.27 0.12
H 2.86 6.74 -1.44 0.12
H 0.39 6.46 -1.41 0.09
H -0.62 5.10 0.42 0.11
H 0.79 4.06 2.04 0.12
H 4.48 3.30 4.68 0.12
H 5.00 0.37 5.02 0.12
H 3.02 0.00 -1.33 0.14
H 4.79 -1.30 -1.43 0.14
H 5.98 -3.04 -0.61 0.13
H 4.52 -3.90 0.04 0.13
H 4.37 -1.79 2.77 0.09
H 3.39 -3.78 -1.82 0.10
H 2.12 -2.72 -1.26 0.12
H 3.96 -0.78 -4.71 0.09
H 1.53 -0.64 -4.13 0.06
O 0.00 5.84 -3.77 0.06
N 0.42 4.70 -3.81 -0.34
O 1.58 4.40 -3.99 0.07
C -0.54 3.60 -3.61 -0.15
C -1.88 3.90 -3.43 0.00
C -2.78 2.86 -3.26 -0.05
C -2.34 1.54 -3.27 -0.05
C -0.99 1.26 -3.44 -0.05
C -0.08 2.30 -3.61 0.00
H -2.23 4.92 -3.42 0.12
H -3.83 3.07 -3.13 0.11
H -3.04 0.74 -3.14 0.07
H -0.64 0.24 -3.44 0.09
H 0.97 2.08 -3.75 0.10
O -1.32 -2.76 3.31 0.05
N -2.28 -2.50 4.01 -0.34
O -2.21 -2.01 5.12 0.09
C -3.62 -2.80 3.48 -0.15
C -3.73 -3.39 2.23 0.00
C -4.99 -3.69 1.75 -0.06
C -6.12 -3.40 2.50 -0.07
C -5.99 -2.80 3.75 -0.06
C -4.73 -2.50 4.24 0.00
H -2.85 -3.61 1.64 0.12
H -5.09 -4.16 0.78 0.11
H -7.10 -3.65 2.12 0.09
H -6.87 -2.58 4.33 0.10
H -4.63 -2.03 5.21 0.12
O -4.46 -1.08 -2.90 0.08
N -3.74 -1.49 -3.79 -0.33
O -2.56 -1.24 -3.90 0.07
C -4.35 -2.36 -4.81 -0.14
C -5.70 -2.64 -4.74 0.00
C -6.27 -3.44 -5.71 -0.07
C -5.49 -3.95 -6.74 -0.07
C -4.13 -3.67 -6.80 -0.06
C -3.56 -2.87 -5.83 0.00
H -6.31 -2.25 -3.94 0.12
H -7.33 -3.67 -5.67 0.11
H -5.94 -4.57 -7.51 0.11
H -3.53 -4.07 -7.60 0.11
H -2.50 -2.64 -5.87 0.12
O -9.16 -2.25 2.40 0.07
N -9.81 -2.87 3.21 -0.34
O -9.60 -2.88 4.41 0.08
C -10.93 -3.68 2.71 -0.15
C -11.18 -3.73 1.35 0.00
C -12.22 -4.51 0.89 -0.06
C -13.00 -5.24 1.78 -0.07
C -12.75 -5.17 3.14 -0.06
C -11.70 -4.39 3.62 0.00
H -10.57 -3.17 0.66 0.12
H -12.43 -4.56 -0.17 0.11
H -13.81 -5.85 1.41 0.11
H -13.36 -5.73 3.84 0.11
H -11.50 -4.35 4.68 0.12
```